Record 1
DFT (wB97M-V/def2-TZVPD) results for a 2-piece molecular cluster, CH4N2S2 overall.

Geometry as XYZ:
```
9
Properties=species:S:1:pos:R:3:mulliken_charge:R:1
C 0.9197 0.6096 -0.6963 0.30
N 1.0804 0.1366 0.4783 -0.43
N -0.8203 -0.7745 1.0919 -0.30
S 1.7492 1.3565 -1.8362 -0.38
S -1.5745 -0.4965 -0.1941 -0.04
H -0.1585 0.3892 -1.1021 0.09
H 1.9088 -0.0744 1.0232 0.25
H -0.5963 -1.6640 1.2020 0.30
H -2.5084 0.5174 0.0333 0.21
```

Values from the calculation:
LUMO (spin up / spin down) = -1.31 / -1.31 eV


Record 2
DFT (wB97M-V/def2-TZVPD) results for a 5-piece molecular cluster, C16H46N4O5 overall.

Geometry as XYZ:
```
71
Properties=species:S:1:pos:R:3:mulliken_charge:R:1
C -4.4662 2.2159 -1.2052 -0.86
O -3.2231 2.4663 -0.5830 -0.42
C -2.2999 2.8672 -1.5920 -0.69
C -0.9999 3.3224 -0.9246 0.16
C 0.1575 3.5164 -1.9152 -1.41
N -0.6119 2.3666 0.1421 -0.17
H -5.1212 3.1048 -1.2299 0.28
H -4.9565 1.3456 -0.7388 0.25
H -4.2389 1.9145 -2.2391 0.40
H -2.2122 2.0372 -2.3100 0.26
H -2.7133 3.7052 -2.1509 0.51
H -1.2236 4.3087 -0.4876 0.23
H 1.0130 4.0694 -1.5552 0.40
H -0.1227 4.0840 -2.8262 0.38
H 0.4304 2.5396 -2.3222 0.26
H 0.0049 2.8949 0.7714 0.24
H -1.4011 2.0467 0.6919 0.14
C -2.7441 -0.5867 0.6100 -0.18
O -1.9816 -1.6252 0.0408 -0.19
C -2.7310 -2.2510 -0.9552 -0.98
C -2.7887 -1.4485 -2.2915 1.13
C -3.3854 -2.2649 -3.4448 -1.78
N -1.5163 -0.9114 -2.8558 -0.59
H -3.7689 -0.9064 0.7791 0.59
H -2.7520 0.2440 -0.1150 -0.17
H -2.2387 -0.2773 1.5368 -0.13
H -2.2949 -3.2389 -1.1392 0.31
H -3.7409 -2.4698 -0.5763 0.42
H -3.4699 -0.5820 -2.0738 -0.20
H -3.1995 -1.8408 -4.4144 0.45
H -4.4716 -2.4447 -3.3751 0.39
H -3.0187 -3.2679 -3.5389 0.39
H -0.9821 -0.4808 -2.0731 0.18
H -0.9742 -1.7145 -3.1950 0.31
C -1.2781 -3.2031 3.0889 -0.83
O -0.9864 -1.8502 3.2438 -0.27
C 0.3720 -1.6955 3.5072 -0.46
C 0.7241 -0.3327 4.0354 0.28
C 0.1005 0.8656 3.2530 -0.59
N 2.1752 -0.2416 4.2332 -0.71
H -2.3292 -3.2759 2.7841 0.25
H -1.1491 -3.7846 4.0489 0.35
H -0.6958 -3.6662 2.2789 0.34
H 0.7201 -2.4715 4.2310 0.33
H 0.9329 -1.8436 2.5514 0.08
H 0.2711 -0.3672 5.0012 0.26
H 0.5490 1.7947 3.5746 0.46
H -0.9847 0.8812 3.3405 0.42
H 0.2422 0.8421 2.1388 -0.34
H 2.6849 -0.1748 3.3525 0.20
H 2.4183 0.5628 4.7964 0.29
C 4.4996 -1.2602 -2.9334 -0.70
O 4.6172 -0.9316 -1.5822 -0.35
C 3.7062 0.1146 -1.1302 -0.42
C 3.9467 0.4091 0.3859 0.58
C 5.3898 0.8661 0.6865 -1.64
N 3.7096 -0.8133 1.1573 -0.51
H 3.5214 -1.7420 -3.1055 0.25
H 5.2511 -2.0073 -3.2510 0.24
H 4.6395 -0.3806 -3.5969 0.28
H 3.8170 0.9183 -1.8691 0.58
H 2.6546 -0.2326 -1.2574 0.05
H 3.2645 1.1938 0.6628 0.19
H 5.7650 1.7662 0.2313 0.39
H 6.1338 0.0878 0.3549 0.28
H 5.4530 0.9020 1.7638 0.40
H 2.9014 -1.2838 0.7484 0.15
H 4.4605 -1.4775 1.0363 0.27
O 0.4852 -0.4590 -0.2592 -0.43
H -0.2877 -0.9465 0.0426 0.26
H 0.3479 0.4980 0.0113 0.12
```

Values from the calculation:
LUMO = 0.75 eV
SMILES = COC[C@H](C)N.COC[C@H](C)N.COC[C@H](C)N.COC[C@H](C)N.O


Record 3
DFT (wB97M-V/def2-TZVPD) results for C9H14AsF6NO4PtSSi as an isolated structure.

Geometry as XYZ:
```
38
Properties=species:S:1:pos:R:3:mulliken_charge:R:1
Pt -0.0578 -0.2817 -0.1573 0.83
O 0.0636 -1.9371 0.9082 -0.64
S -1.2879 -1.5428 1.6737 1.20
O -1.9777 -2.7449 2.0215 -0.64
O -0.9885 -0.6134 2.7335 -0.60
O -1.9284 -0.8005 0.4690 -0.64
F -0.5747 1.7519 -0.7037 -0.57
As -1.5357 3.1637 -1.4005 2.10
F -1.9631 2.1217 -2.7127 -0.47
F -2.8867 2.6018 -0.5061 -0.47
F -0.9971 4.0759 -0.0434 -0.46
F -2.4110 4.4827 -2.0619 -0.49
F -0.0990 3.6219 -2.2482 -0.46
C 1.0495 1.0554 -3.3744 -0.75
Si 1.9511 -0.2575 -2.4524 0.18
C 1.2655 -1.9607 -2.7602 -1.06
C 3.7075 -0.3206 -3.1177 -1.26
N 1.8382 0.0146 -0.6642 0.00
C 2.7688 0.2570 0.2946 1.07
C 2.3858 0.3005 1.6628 -0.48
C 3.3172 0.5550 2.6450 -0.94
C 4.6513 0.7769 2.3176 -0.29
C 5.0490 0.7433 0.9828 -0.83
C 4.1334 0.4892 -0.0132 -0.03
H 1.2114 0.8671 -4.4403 0.38
H 1.4182 2.0538 -3.1414 0.28
H -0.0223 1.0484 -3.1864 0.16
H 1.3110 -2.1622 -3.8345 0.35
H 0.2332 -2.0626 -2.4264 0.39
H 1.8651 -2.7170 -2.2491 0.32
H 3.6139 -0.5859 -4.1753 0.36
H 4.3116 -1.0945 -2.6404 0.36
H 4.2401 0.6305 -3.0757 0.37
H 1.3516 0.1246 1.9299 0.34
H 2.9978 0.5811 3.6783 0.40
H 5.3770 0.9782 3.0950 0.38
H 6.0844 0.9212 0.7216 0.37
H 4.4569 0.4759 -1.0391 0.22
```

Values from the calculation:
LUMO (spin up / spin down) = 2.42 / 0.04 eV
Expectation value of S² = 0.79
Multiplicity = 2
Net charge = -1


Record 4
DFT (wB97M-V/def2-TZVPD) results for a 2-piece molecular cluster, C18H14Cl2FNO4S2 overall.

Geometry as XYZ:
```
42
Properties=species:S:1:pos:R:3:mulliken_charge:R:1
Cl -2.7615 -3.7148 10.2689 -0.04
C -1.3222 -4.3111 10.9232 0.56
N -0.1665 -3.9059 10.3833 0.12
F -0.2086 -2.9639 9.1967 -0.15
C 1.0333 -4.2431 10.8772 0.41
Cl 2.3899 -3.5409 10.1584 -0.03
C 1.0975 -5.1330 11.9573 -0.69
C -0.0830 -5.6345 12.5190 -0.08
C -1.3071 -5.1932 12.0113 -0.70
H 2.0674 -5.4018 12.3277 0.44
H -0.0539 -6.3387 13.3405 0.43
H -2.2528 -5.4986 12.4212 0.43
C -4.9395 -0.2512 8.9830 -0.49
C -4.6044 -1.5766 8.7007 -0.55
C -3.5449 -1.8586 7.8329 -0.50
C -2.9114 -0.8024 7.1789 -0.19
S -1.6054 -1.0470 5.9579 1.31
C -0.2371 -1.3815 6.9160 -0.80
S 1.2846 -1.0756 6.1550 1.23
C 1.2651 0.3098 4.9680 0.02
C 0.9574 0.0613 3.6278 0.02
C 0.9993 1.0875 2.6827 -0.65
C 1.3266 2.3874 3.0812 -0.35
C 1.6514 2.6454 4.4161 -0.58
C 1.6628 1.5982 5.3460 -0.37
O 2.2035 -0.6528 7.2031 -0.76
O 1.6136 -2.1853 5.2794 -0.68
O -2.0470 -2.1750 5.1670 -0.71
O -1.4590 0.2457 5.2935 -0.61
C -3.2717 0.5178 7.4158 -0.27
C -4.2685 0.7947 8.3467 -0.60
H -5.7215 -0.0382 9.7113 0.37
H -5.1665 -2.3874 9.1609 0.50
H -3.1988 -2.8763 7.6726 0.66
H -0.3183 -1.4737 8.0085 0.61
H 0.6910 -0.9444 3.3160 0.36
H 0.7969 0.8537 1.6344 0.36
H 1.3513 3.1925 2.3500 0.36
H 1.9279 3.6529 4.7410 0.36
H 1.9795 1.7642 6.3751 0.38
H -2.7572 1.3113 6.8828 0.47
H -4.5157 1.8334 8.5537 0.37
```

Values from the calculation:
LUMO = -2.46 eV


Record 5
DFT (wB97M-V/def2-TZVPD) results for an isolated ion of composition C5H7N4 and charge +1.

Geometry as XYZ:
```
16
Properties=species:S:1:pos:R:3:mulliken_charge:R:1
N 0.5434 0.9002 2.2783 -0.37
C 0.0917 0.8175 0.7212 0.05
N 1.3268 0.9590 0.0578 -0.49
C 1.4659 0.0892 -0.8705 -0.46
C 0.2339 -0.6182 -1.0365 0.47
C -0.3658 -1.4057 -1.9984 -0.38
N -1.6737 -1.5477 -1.6922 -0.41
C -1.9218 -0.7769 -0.7130 -0.17
N -0.6858 -0.3135 -0.1441 0.01
H 1.0025 -0.0569 2.4694 0.39
H -0.2011 0.7292 2.8820 0.33
H 1.1724 1.7094 2.2567 0.38
H -0.5116 1.6873 0.5587 0.41
H 2.3750 0.1415 -1.3997 0.46
H 0.0415 -1.6996 -2.9905 0.35
H -2.8933 -0.6148 -0.3792 0.43
```

Values from the calculation:
LUMO = -4.39 eV
SMILES = [NH3+][C@H]1N=Cc2cncn21
Net charge = +1


Record 6
DFT (wB97M-V/def2-TZVPD) results for C2H2N2O2S4 as an isolated structure.

Geometry as XYZ:
```
12
Properties=species:S:1:pos:R:3:mulliken_charge:R:1
C 2.0200 -1.2618 0.0853 0.46
C -1.8235 -0.5090 0.7873 -0.04
N 1.8058 -0.3125 0.7735 0.06
N 1.3104 0.8779 0.7908 -0.36
O 0.4335 0.1268 -1.5382 -0.48
O 0.4048 2.5060 -0.9939 -0.51
S 2.3592 -2.6421 -0.5181 -0.37
S -1.3392 -0.6081 2.2685 -0.12
S -1.7983 1.1186 0.0008 -0.08
S 0.5752 1.1811 -0.5252 0.92
H -2.0045 -1.3581 0.0902 0.31
H -1.9433 0.8812 -1.2211 0.22
```

Values from the calculation:
LUMO = -1.49 eV


Record 7
DFT (wB97M-V/def2-TZVPD) results for a 10-piece molecular cluster, C4H28O10 overall.

Geometry as XYZ:
```
42
Properties=species:S:1:pos:R:3:mulliken_charge:R:1
C -3.6938 -2.2747 1.7296 -1.32
C -2.9769 -0.9658 1.3890 -0.26
O -1.6123 -1.1644 1.3564 -0.31
H -3.2485 -2.9000 2.5035 0.38
H -3.6363 -2.9021 0.8402 0.33
H -4.7698 -2.1656 1.8647 0.35
H -3.1689 -0.2402 2.1794 0.25
H -3.3153 -0.6780 0.3937 0.38
H -1.3721 -1.8826 1.9464 0.24
C 0.4104 3.2475 0.1651 -1.01
C 1.6555 2.7726 0.8738 0.07
O 2.7757 3.1805 0.2699 -0.54
H 0.3759 4.3154 -0.0506 0.36
H -0.4640 3.0325 0.7794 0.28
H 0.3515 2.6669 -0.7554 0.18
H 1.7653 1.6979 1.0189 0.12
H 1.7719 3.2092 1.8657 0.38
H 3.4577 3.1073 0.9415 0.34
O -1.0995 -3.0246 -1.5609 -0.57
H -1.4778 -3.3966 -2.3576 0.28
H -1.5598 -2.1938 -1.4420 0.28
O 2.0079 0.6019 -4.2490 -0.61
H 2.3974 1.2053 -3.6162 0.29
H 1.1643 0.3631 -3.8649 0.37
O 1.3324 -0.6061 -0.2207 -0.62
H 0.4126 -0.7421 0.0070 0.15
H 1.3655 -0.7295 -1.1693 0.32
O 2.6287 -0.5380 2.1962 -0.68
H 2.0017 -0.4823 1.4751 0.19
H 3.3316 0.0632 1.9499 0.35
O -2.0598 0.9483 -1.1948 -0.53
H -2.4660 1.8147 -1.1721 0.27
H -2.1475 0.6187 -0.3005 0.22
O 0.3327 -1.9547 3.1167 -0.58
H 1.0661 -1.6381 2.5894 0.37
H 0.6679 -1.9633 4.0133 0.27
O 3.7360 -0.2271 -1.3121 -0.62
H 3.2348 -0.0164 -0.5243 0.39
H 3.6551 0.5512 -1.8634 0.28
O -0.5533 -0.2187 -3.2632 -0.62
H -1.1024 -0.8407 -3.7406 0.26
H -1.1746 0.3492 -2.8074 0.34
```

Values from the calculation:
LUMO = 0.09 eV
SMILES = CCO.CCO.O.O.O.O.O.O.O.O


Record 8
DFT (wB97M-V/def2-TZVPD) results for a 3-piece molecular cluster, C4H10NOS overall.

Geometry as XYZ:
```
17
Properties=species:S:1:pos:R:3:mulliken_charge:R:1
C -0.6581 -0.4715 0.3609 -0.65
N 0.3083 0.0030 -0.5967 -0.17
C 1.6813 -0.2780 -0.2998 0.69
C 2.4451 -0.5879 -1.3865 -1.23
S -3.6529 -0.7285 0.5216 -0.44
C 2.1195 -0.1848 1.0290 -0.85
O 1.6183 2.6615 -0.4089 -0.73
H -0.6464 0.0600 1.3203 0.31
H -1.7575 -0.3280 0.1467 -0.30
H -0.5440 -1.5309 0.6023 0.48
H 0.0104 -0.3366 -1.4971 0.19
H 2.1969 2.0714 0.0974 0.36
H 2.0675 -0.5527 -2.3996 0.23
H 3.5122 -0.7564 -1.3211 0.28
H 0.7836 2.2058 -0.5695 0.34
H 1.3226 -0.1474 1.7605 0.15
H 3.1585 -0.2820 1.3000 0.34
```

Values from the calculation:
LUMO = 0.49 eV
Net charge = -1


Record 9
DFT (wB97M-V/def2-TZVPD) results for C10H9Cl2NOW as an isolated structure.

Geometry as XYZ:
```
24
Properties=species:S:1:pos:R:3:mulliken_charge:R:1
W 1.7761 -0.4881 -1.2236 1.13
C 2.7319 -0.0252 -3.1633 -1.21
H 1.8952 0.3074 -3.8026 0.36
H 3.4113 0.8349 -3.0381 0.39
H 3.2730 -0.8255 -3.7087 0.40
H 2.8894 -1.8445 -1.3443 0.15
H 3.2462 -1.2854 -0.6488 0.11
Cl -0.0056 4.0296 -0.0958 -0.04
C -0.6314 2.5636 0.4789 0.29
C -1.6057 2.4923 1.4824 -0.63
C -2.0992 1.2802 1.9467 0.70
Cl -3.3058 1.2673 3.1648 -0.08
C -1.6180 0.0258 1.4461 0.12
C -1.9934 -1.2638 1.8379 -0.46
C -1.3821 -2.3633 1.2519 -0.66
C -0.3712 -2.2011 0.2944 -0.13
N 0.0509 -0.9596 -0.0546 -0.50
C -0.6012 0.1262 0.4515 0.38
C -0.1249 1.3585 -0.0704 0.78
O 0.7514 1.3347 -1.0284 -0.90
H -1.9827 3.4250 1.9009 0.48
H -2.7626 -1.3896 2.5989 0.46
H -1.6647 -3.3715 1.5300 0.43
H 0.1231 -3.0279 -0.2059 0.45
```

Values from the calculation:
LUMO (spin up / spin down) = -9.65 / -10.75 eV
Expectation value of S² = 2.42
Multiplicity = 3
Net charge = +2


Record 10
DFT (wB97M-V/def2-TZVPD) results for C27H47N3OsSi2 as an isolated structure.

Geometry as XYZ:
```
80
Properties=species:S:1:pos:R:3:mulliken_charge:R:1
Os -0.2597 0.0772 0.2269 -0.53
C -2.1937 0.8366 5.2798 -0.54
C -1.2151 -0.0249 4.8040 -0.69
C -0.6249 0.2047 3.5754 0.18
C -1.0177 1.3148 2.8115 -0.37
C -1.9965 2.1907 3.3073 -0.23
C -2.5796 1.9408 4.5299 -0.85
N -0.4169 1.5523 1.5797 1.47
N -0.4657 2.7476 1.1317 -0.65
C -0.1040 3.0474 -0.1217 0.30
C 0.1327 4.3839 -0.4924 -0.52
C 0.4794 4.6587 -1.7958 -0.59
C 0.5828 3.6081 -2.7093 -0.59
C 0.3356 2.3179 -2.2744 -0.50
N -0.0131 2.0311 -1.0237 -0.04
H -2.6481 0.6607 6.2409 0.46
H -0.9024 -0.8638 5.4069 0.47
H 0.1756 -0.4304 3.2212 0.47
H -2.2767 3.0479 2.7130 0.52
H -3.3364 2.6103 4.9039 0.45
H 0.0506 5.1510 0.2592 0.57
H 0.6807 5.6720 -2.1062 0.47
H 0.8347 3.7902 -3.7415 0.49
H 0.4237 1.4761 -2.9509 0.39
C -2.2628 -0.8799 -3.1490 -1.77
C -1.6573 -2.0755 -2.3995 2.42
C -0.1817 -2.1800 -2.8007 -1.37
C -2.4023 -3.3430 -2.8119 -1.70
Si -1.7793 -1.6515 -0.4333 -0.38
C -3.5685 -0.9636 0.1621 2.18
C -3.7087 -1.0166 1.6857 -1.57
C -3.5854 0.5205 -0.2432 -1.72
C -4.7621 -1.6676 -0.4780 -1.65
C -1.3373 -3.7101 0.7915 1.64
C -0.9643 -3.2032 2.1468 -1.21
C -2.6263 -4.4518 0.7214 -1.47
C -0.1991 -4.3175 0.0421 -1.41
H -2.0736 -0.9872 -4.2159 0.61
H -1.8210 0.0635 -2.8287 0.20
H -3.3401 -0.8257 -3.0220 0.33
H -0.1064 -2.3142 -3.8785 0.59
H 0.3133 -3.0271 -2.3355 0.23
H 0.3600 -1.2684 -2.5326 0.03
H -2.3896 -3.4279 -3.8976 0.57
H -3.4427 -3.3231 -2.4986 0.32
H -1.9367 -4.2411 -2.4163 0.29
H -2.8243 -0.6180 2.1824 0.04
H -3.8928 -2.0245 2.0443 0.27
H -4.5583 -0.4090 1.9948 0.59
H -2.7202 1.0626 0.1605 0.34
H -4.4774 1.0008 0.1566 0.59
H -3.6042 0.6491 -1.3201 0.23
H -4.8036 -2.7213 -0.2196 0.32
H -4.7511 -1.5827 -1.5599 0.34
H -5.6860 -1.2093 -0.1279 0.54
H -1.7727 -2.6622 2.6280 0.18
H -0.0772 -2.5765 2.1065 -0.05
H -0.7244 -4.0611 2.7839 0.65
H -3.4137 -3.9580 1.2848 0.28
H -2.4821 -5.4370 1.1783 0.56
H -2.9562 -4.6311 -0.2986 0.24
H 0.6527 -3.6450 -0.0189 0.11
H -0.4833 -4.6524 -0.9501 0.31
H 0.1407 -5.2045 0.5877 0.57
C 3.0097 1.4810 1.7850 -0.97
Si 3.1856 0.2286 0.3630 0.08
C 4.6238 -0.9999 0.6166 -1.18
C 3.4008 1.0495 -1.3428 -0.93
C 1.5672 -0.8924 0.4186 -0.28
H 3.9429 2.0168 1.9189 0.49
H 2.7843 0.9942 2.7287 0.33
H 2.2413 2.2260 1.6025 0.25
H 5.5510 -0.4377 0.6677 0.36
H 4.7211 -1.6995 -0.2089 0.36
H 4.5420 -1.5726 1.5350 0.37
H 4.3857 1.5024 -1.4050 0.47
H 2.6827 1.8419 -1.5269 0.20
H 3.3335 0.3371 -2.1599 0.37
H 1.6481 -1.4854 1.3344 0.36
H 1.6487 -1.5727 -0.4402 0.31
```

Values from the calculation:
LUMO (spin up / spin down) = -8.75 / -8.75 eV
Net charge = +2


Record 11
DFT (wB97M-V/def2-TZVPD) results for a 2-piece molecular cluster, C2H5ClOS overall.

Geometry as XYZ:
```
10
Properties=species:S:1:pos:R:3:mulliken_charge:R:1
C -0.6641 -1.0349 -0.2903 -1.01
C 0.5947 -0.6518 0.3789 0.36
S 1.9844 -0.2523 -0.3795 -0.22
Cl 0.5482 -0.6964 2.0531 -0.13
H -1.0475 -0.1210 -0.6470 0.30
H -0.2523 -1.4831 -1.1603 0.33
H -1.4453 -1.5117 0.2419 0.39
O -0.2025 1.7647 0.0041 -0.64
H 0.2488 2.2947 0.6482 0.30
H 0.2357 1.6918 -0.8492 0.33
```

Values from the calculation:
LUMO = -0.29 eV
SMILES = CC(=S)Cl.O


Record 12
DFT (wB97M-V/def2-TZVPD) results for a 2-piece molecular cluster, C14H12BCl4O2 overall.

Geometry as XYZ:
```
33
Properties=species:S:1:pos:R:3:mulliken_charge:R:1
Cl 3.5206 1.3559 2.4766 -0.32
B 2.7790 -0.3680 2.5513 0.72
Cl 3.2025 -1.1863 0.9188 -0.31
Cl 3.4401 -1.3072 4.0434 -0.33
O 1.2414 -0.2637 2.7344 -0.56
C 0.3113 -0.8398 2.0572 0.02
C -1.1355 -0.6100 2.2996 0.30
C -1.9954 -1.7165 2.3306 -0.25
C -3.3712 -1.5663 2.4727 -0.72
C -3.9233 -0.2760 2.4930 0.42
Cl -5.6244 -0.0954 2.6341 -0.23
C -3.0807 0.8453 2.4268 -0.64
C -1.6958 0.6784 2.3364 -0.31
H 0.5308 -1.7271 1.3832 0.40
H -1.5467 -2.7111 2.2939 0.40
H -4.0252 -2.4321 2.5814 0.37
H -3.5500 1.8369 2.4648 0.36
H -1.0620 1.5602 2.2790 0.41
C -1.5028 -2.0276 -3.3076 -1.41
C -0.7289 -0.8328 -2.8194 0.71
C -0.3888 0.1900 -3.7112 -0.43
C 0.3003 1.3217 -3.2636 -0.45
C 0.6547 1.4685 -1.9378 -0.90
C 0.2275 0.4834 -0.9175 0.26
O 0.3285 0.6312 0.3282 -0.49
C -0.3769 -0.7120 -1.4829 0.04
H -1.6868 -2.7122 -2.4573 0.31
H -2.4727 -1.7179 -3.7263 0.30
H -0.9514 -2.5720 -4.0896 0.31
H -0.6911 0.0944 -4.7448 0.34
H 0.5666 2.1224 -3.9457 0.31
H 1.1833 2.3535 -1.5470 0.37
H -0.6582 -1.4869 -0.7676 0.02
```

Values from the calculation:
LUMO = 2.09 eV
Net charge = -1